[1]
ORCA calculation (ωB97M-V/def2-TZVPD) on a molecular structure, C2CsF6NO4S2.

As for the molar mass: 413.05 g mol⁻¹. The gap between HOMO and LUMO comes out at 8.60 eV. The total energy is -1847.646489 hartree. As for the highest occupied orbital energy: -9.5526 eV. The value obtained for the relative energy (zero: lowest compared OMol25 entry of this formula, charge and spin) is 0.2598 eV.

Structure (ORCA input):
```
! wB97M-V def2-TZVPD RIJCOSX def2/J DEFGRID3
* xyz 0 1
Cs 4.040 0.680 0.201
C -0.352 -1.649 -2.195
F -1.628 -1.691 -1.876
F 0.112 -2.899 -2.343
F -0.213 -0.994 -3.345
S 0.623 -0.816 -0.862
O 1.016 -1.893 -0.014
O 1.706 -0.062 -1.457
N -0.471 0.208 -0.303
S -0.302 0.301 1.285
O -1.103 -0.629 2.031
O 1.098 0.429 1.676
C -1.005 1.939 1.707
F -1.081 2.028 3.030
F -0.216 2.933 1.273
F -2.224 2.115 1.190
*
```

[2]
ORCA calculation (ωB97M-V/def2-TZVPD) on a molecular structure, C2CuLiNaO6.

As for the molar mass: 213.49 g mol⁻¹. The gap between HOMO and LUMO (spin up / spin down) comes out at 9.50 / 7.83 eV. The total energy is -2337.331284 hartree. As for the highest occupied orbital energy (spin up / spin down): -17.8676 / -17.8522 eV.

Structure (ORCA input):
```
! wB97M-V def2-TZVPD RIJCOSX def2/J DEFGRID3
* xyz 2 2
O -1.059 -0.636 -1.125
C -1.380 -0.204 0.037
O -2.453 0.355 0.187
O -0.561 -0.393 1.061
Cu -4.641 1.196 -0.620
O 0.729 -0.703 0.579
C 1.578 0.422 0.628
O 2.709 0.121 0.188
O 1.140 1.512 0.956
Na 3.226 2.523 0.626
Li 3.425 -1.413 -0.567
*
```

[3]
ORCA calculation (ωB97M-V/def2-TZVPD) on 2 unconnected molecules or ions with the total composition C2F2N2S2.

As for the molar mass: 154.17 g mol⁻¹. The gap between HOMO and LUMO (spin up / spin down) comes out at 6.81 / 6.34 eV. The total energy is -1181.652670 hartree. As for the highest occupied orbital energy (spin up / spin down): -9.1698 / -9.2326 eV. The value obtained for the relative energy (zero: lowest compared OMol25 entry of this formula, charge and spin) is 2.8167 eV.

Structure (ORCA input):
```
! wB97M-V def2-TZVPD RIJCOSX def2/J DEFGRID3
* xyz 0 1
C 0.837 -0.255 0.513
C -0.488 -0.070 0.213
N 1.665 -0.099 -0.458
N -1.172 0.426 -0.658
F 1.191 -0.814 1.671
F -1.356 -0.632 1.736
S -2.558 0.907 -1.155
S 1.881 0.537 -1.862
*
```

[4]
ORCA calculation (ωB97M-V/def2-TZVPD) on a molecular structure, C2F3IrNO3S.

As for the molar mass: 367.30 g mol⁻¹. The gap between HOMO and LUMO (spin up / spin down) comes out at 9.01 / 6.70 eV. The total energy is -1157.729363 hartree. As for the highest occupied orbital energy (spin up / spin down): -20.0413 / -21.3512 eV.

Structure (ORCA input):
```
! wB97M-V def2-TZVPD RIJCOSX def2/J DEFGRID3
* xyz 2 6
N -0.179 1.775 0.377
S 0.380 0.479 0.993
C 1.775 0.017 -0.223
F 1.315 0.034 -1.458
F 2.208 -1.190 0.074
F 2.747 0.893 -0.088
O -2.443 -2.233 -0.338
C -2.221 -1.104 -0.145
O -2.544 0.035 -0.373
O -0.479 -0.824 0.919
Ir -1.927 1.827 -0.354
*
```

[5]
ORCA calculation (ωB97M-V/def2-TZVPD) on C2F5N in the gas phase.

As for the molar mass: 133.02 g mol⁻¹. As for the SMILES: FC(F)=NC(F)(F)F. The gap between HOMO and LUMO comes out at 12.55 eV. The total energy is -630.290115 hartree. As for the highest occupied orbital energy: -12.0373 eV. The value obtained for the relative energy (zero: lowest compared OMol25 entry of this formula, charge and spin) is 0.1529 eV.

Structure (ORCA input):
```
! wB97M-V def2-TZVPD RIJCOSX def2/J DEFGRID3
* xyz 0 1
F -1.793 -0.999 0.181
C -0.606 -1.227 -0.140
F -0.363 -2.454 -0.584
N 0.332 -0.352 -0.202
C 0.502 0.975 0.097
F -0.567 1.824 0.083
F 1.284 1.464 -0.857
F 1.127 1.058 1.292
*
```

[6]
ORCA calculation (ωB97M-V/def2-TZVPD) on 2 unconnected molecules or ions with the total composition C2F5NO.

As for the molar mass: 149.02 g mol⁻¹. The gap between HOMO and LUMO (spin up / spin down) comes out at 8.09 / 8.09 eV. The total energy is -705.288620 hartree. As for the highest occupied orbital energy (spin up / spin down): -10.3050 / -10.3057 eV. The value obtained for the relative energy (zero: lowest compared OMol25 entry of this formula, charge and spin) is 4.0149 eV.

Structure (ORCA input):
```
! wB97M-V def2-TZVPD RIJCOSX def2/J DEFGRID3
* xyz 0 1
C -0.499 0.775 0.845
C 0.738 -0.940 -0.446
N -0.301 0.170 -0.313
O -0.879 0.512 -1.340
F -1.899 2.233 0.870
F -0.244 0.668 2.060
F 1.575 -0.569 -1.351
F 1.303 -1.047 0.754
F 0.159 -2.132 -0.881
*
```

[7]
ORCA calculation (ωB97M-V/def2-TZVPD) on a molecular structure, C2F5NO4PmS2.

As for the molar mass: 406.15 g mol⁻¹. The gap between HOMO and LUMO (spin up / spin down) comes out at 3.31 / 5.68 eV. The total energy is -2335.609487 hartree. As for the highest occupied orbital energy (spin up / spin down): -11.1760 / -11.8810 eV.

Structure (ORCA input):
```
! wB97M-V def2-TZVPD RIJCOSX def2/J DEFGRID3
* xyz 1 5
Pm 0.584 3.463 0.390
N -0.601 -0.106 0.023
S 1.035 -0.032 -0.597
O 0.979 -0.649 -1.916
O 1.332 1.440 -0.576
C 2.450 -0.790 0.390
F 2.028 -0.775 1.688
F 2.463 -2.113 0.060
S -1.410 1.238 0.760
O -0.347 1.717 1.757
O -1.381 2.363 -0.281
C -1.576 -1.167 -0.320
F -1.634 -2.002 0.719
F -1.206 -1.954 -1.342
F -2.716 -0.634 -0.755
*
```

[8]
ORCA calculation (ωB97M-V/def2-TZVPD) on a molecular structure, C2F6KO6S2.

As for the molar mass: 337.24 g mol⁻¹. The gap between HOMO and LUMO comes out at 6.22 eV. The total energy is -2523.259994 hartree. As for the highest occupied orbital energy: -5.7473 eV. The value obtained for the relative energy (zero: lowest compared OMol25 entry of this formula, charge and spin) is 2.9475 eV.

Structure (ORCA input):
```
! wB97M-V def2-TZVPD RIJCOSX def2/J DEFGRID3
* xyz -1 1
K -19.512 20.082 17.067
C -16.711 23.496 12.759
F -15.959 22.713 12.017
F -16.271 24.747 12.619
F -18.034 23.368 12.413
S -16.511 22.954 14.605
O -16.653 21.522 14.776
O -15.125 23.354 14.888
O -17.486 23.783 15.371
C -16.677 22.522 20.893
F -17.628 22.634 19.933
F -15.762 23.539 20.707
F -17.188 22.528 22.119
S -15.793 20.788 20.464
O -14.782 21.110 19.461
O -15.241 20.203 21.649
O -16.864 19.969 19.903
*
```

[9]
ORCA calculation (ωB97M-V/def2-TZVPD) on a molecular structure, C2F6MnNO4S2Se4.

As for the molar mass: 650.93 g mol⁻¹. The gap between HOMO and LUMO (spin up / spin down) comes out at 5.31 / 5.72 eV. The total energy is -12583.784506 hartree. As for the highest occupied orbital energy (spin up / spin down): -12.6200 / -12.9293 eV.

Structure (ORCA input):
```
! wB97M-V def2-TZVPD RIJCOSX def2/J DEFGRID3
* xyz 1 2
Mn -0.755 -0.819 -0.244
Se -1.591 -0.802 -2.317
Se -2.535 -2.787 -3.071
Se -3.608 -3.313 -0.995
Se -1.830 -2.665 0.345
F -1.549 1.733 3.299
C -0.395 1.812 2.663
F 0.596 1.535 3.490
F -0.227 3.013 2.139
S -0.421 0.545 1.319
O -1.807 0.413 0.860
O 0.044 -0.727 1.784
N 0.359 0.893 0.008
S 1.558 -0.094 -0.276
O 0.968 -1.381 -0.662
O 2.593 -0.064 0.667
C 2.092 0.563 -1.942
F 0.973 0.621 -2.685
F 2.935 -0.254 -2.543
F 2.600 1.776 -1.840
*
```

[10]
ORCA calculation (ωB97M-V/def2-TZVPD) on a molecular structure, C2H10CdF6NO9S2.

As for the molar mass: 482.63 g mol⁻¹. The gap between HOMO and LUMO comes out at 9.32 eV. The total energy is -2377.112976 hartree. As for the highest occupied orbital energy: -13.2785 eV. The value obtained for the relative energy (zero: lowest compared OMol25 entry of this formula, charge and spin) is 0.1398 eV.

Structure (ORCA input):
```
! wB97M-V def2-TZVPD RIJCOSX def2/J DEFGRID3
* xyz 1 1
Cd 15.843 -23.732 9.464
C 19.407 -22.483 11.737
F 20.515 -22.679 11.061
F 18.936 -23.630 12.148
F 19.706 -21.755 12.808
S 17.964 -21.595 10.779
O 16.797 -21.581 11.713
O 18.506 -20.294 10.414
N 17.677 -22.846 9.543
S 18.534 -22.240 8.306
O 17.763 -21.287 7.440
O 19.914 -21.880 8.634
C 18.819 -23.777 7.215
F 19.452 -24.726 7.988
F 17.737 -24.331 6.728
F 19.582 -23.418 6.183
O 15.554 -23.341 7.427
H 14.933 -22.692 7.097
H 15.600 -24.003 6.737
O 16.746 -25.625 8.960
H 16.462 -26.499 9.227
H 17.637 -25.751 8.633
O 13.952 -24.636 9.612
H 13.167 -24.088 9.593
H 13.716 -25.410 9.101
O 15.847 -24.099 11.490
H 16.148 -24.899 11.920
H 15.443 -23.587 12.191
O 15.109 -21.754 9.426
H 15.209 -21.197 8.654
H 14.719 -21.181 10.086
*
```

- molar mass of number 1 (C2CsF6NO4S2)?
  413.05 g mol⁻¹

- molar mass of number 4 (C2F3IrNO3S)?
  367.30 g mol⁻¹